(1)
Below is a structure of composition C26H34Cl42InN2O2S3 in a non-equilibrium geometry, with properties calculated with ωB97M-V with the def2-TZVPD basis set.

Properties
Highest occupied orbital energy ... -4.99 eV
LUMO energy ... 1.0 eV
Gap between HOMO and LUMO ... 6.042 eV

The geometry in ORCA input format:
```
! wB97M-V def2-TZVPD RIJCOSX def2/J DEFGRID3
* xyz -1 1
Cl 11.775 -3.231 -4.733
S -4.385 2.419 1.841
C -5.849 6.073 1.171
C 4.614 3.038 1.830
C -2.667 -6.131 -0.095
Cl 11.325 -5.441 -1.017
C -3.050 1.478 -0.687
O 5.387 0.541 -0.650
C -3.122 0.654 -6.767
H 7.952 0.349 -0.898
C 4.561 -2.469 2.382
H 4.835 2.515 2.833
Cl 9.176 -1.655 -1.032
Cl 9.585 0.806 -2.530
Cl 1.853 -2.865 -9.507
C 4.890 0.756 0.502
H 3.850 2.573 -0.262
Cl -2.398 -1.924 -3.674
H -2.498 -0.572 8.454
H 2.879 1.751 1.073
H 1.781 0.221 2.226
Cl -8.561 8.076 -0.101
Cl -6.571 9.227 -1.883
H -3.722 -5.891 0.024
N -2.334 1.216 0.557
Cl -3.071 2.169 -7.683
N -0.855 0.487 -1.160
H -1.476 3.993 -5.650
H -3.642 -7.629 5.424
Cl -10.519 5.901 1.193
Cl -3.801 -5.546 4.346
O 5.271 -0.163 1.535
H -4.074 1.920 -0.881
C -2.067 1.023 -1.781
Cl -7.018 4.102 4.134
Cl -2.497 -7.893 -0.118
H 5.631 3.437 1.460
H 9.946 -3.686 -3.327
H -8.839 3.666 5.555
C -7.891 9.577 -0.758
Cl 1.424 -3.561 -6.715
C -1.038 0.624 0.256
Cl -2.601 0.918 -5.098
C 2.461 -2.691 -7.853
Cl -5.157 6.452 2.756
H 5.685 -2.047 0.476
H 0.160 -3.941 0.447
Cl -1.404 0.140 6.499
Cl 0.314 -1.283 -4.516
C 4.890 -1.515 1.100
S 1.309 -3.170 0.213
Cl 9.887 0.796 0.364
C -10.599 4.238 0.592
C -2.926 1.549 1.862
Cl -9.754 3.418 3.402
Cl -0.171 -3.553 -2.772
S -2.278 1.090 3.524
Cl -1.409 -7.099 4.916
Cl 9.046 -3.896 -5.488
Cl -2.105 -5.429 -1.621
C -0.812 -2.585 -4.100
H -7.492 10.164 0.066
H 5.043 -3.500 2.305
Cl -4.748 -0.042 -6.808
H -2.435 -0.051 -7.232
Cl -9.155 10.524 -1.556
Cl -8.125 1.525 4.896
Cl -1.471 -2.529 7.652
Cl -12.186 3.531 0.930
C 0.082 -0.449 3.658
Cl -2.491 6.092 -5.341
C 12.436 -6.744 -0.575
H 3.951 -1.375 0.436
H -0.570 -1.045 2.907
C 3.942 2.022 0.748
Cl -10.251 4.187 -1.142
H 2.444 -1.634 -7.592
C -2.346 -1.003 7.466
Cl -3.451 -8.174 3.144
H 2.271 -0.174 3.990
H -0.930 -3.227 -4.971
H -0.223 0.298 0.981
H -6.490 6.899 0.872
H 3.917 3.947 1.956
H 4.917 -1.861 3.299
In 2.272 -2.563 2.480
C -8.481 3.236 4.621
H 0.002 -0.857 4.715
Cl 4.130 -3.267 -7.740
Cl 0.298 5.365 -4.944
C 1.594 -0.502 3.107
Cl -1.773 4.122 -3.323
C -1.374 4.787 -4.912
C -3.142 -7.173 4.571
H -9.846 3.650 1.109
H 12.345 -7.537 -1.315
C -0.415 1.114 3.595
Cl -1.782 -5.441 1.271
H 0.092 1.673 2.739
Cl -4.570 5.897 -0.038
Cl 10.657 -5.820 -4.017
C 10.308 -4.103 -4.266
Cl 14.108 -6.165 -0.583
C 9.009 0.107 -1.009
H -2.304 1.120 -2.898
H 1.680 -3.852 3.598
Cl 12.017 -7.410 1.009
Cl -6.834 4.605 1.254
Cl -3.931 -1.281 6.730
H -0.025 1.593 4.573
*
```

(2)
Below is a cluster of 3 separate species, C26H34ClF6NO7PS in total in a non-equilibrium geometry, with properties calculated with ωB97M-V with the def2-TZVPD basis set.

Properties
Highest occupied orbital energy ... -11.08 eV
LUMO energy ... -3.4 eV
Gap between HOMO and LUMO ... 7.730 eV

The geometry in ORCA input format:
```
! wB97M-V def2-TZVPD RIJCOSX def2/J DEFGRID3
* xyz 1 1
F -6.918 -2.881 -5.685
O 3.667 -6.566 -0.916
Cl -3.907 2.774 -0.314
C -4.919 0.243 -3.578
C 4.438 -5.420 -2.945
C 4.146 -6.620 -2.046
H 3.664 -3.290 -0.950
H -3.899 0.327 -3.967
S -0.706 5.165 2.953
F -6.332 -3.612 -3.715
P -1.798 2.871 -0.663
C 0.417 1.878 2.563
O -1.608 4.203 -1.780
C -1.025 1.971 1.782
C -1.410 4.531 1.341
H -5.919 0.387 -1.661
H -1.152 3.184 4.564
C 2.620 -2.203 0.949
N -0.898 3.185 0.886
H -5.519 1.009 -4.082
H -3.468 3.405 4.999
C 2.832 4.278 2.382
C 3.236 -2.250 -0.602
H 4.651 -8.839 -0.849
F 3.793 -4.286 -2.548
H 0.399 2.514 -0.663
H 1.651 -0.835 2.684
C 1.474 2.102 1.335
H 3.699 -0.946 -2.580
H -2.586 4.604 1.423
F 4.068 -5.630 -4.242
H -0.984 1.089 0.978
H -4.479 1.414 -1.815
C 2.923 -9.481 -2.004
C 3.224 -0.868 -1.487
H -3.274 5.214 5.497
C -3.059 4.452 4.605
O -7.551 -0.355 -3.691
H 2.622 -3.163 1.658
C 2.016 0.656 0.695
H -3.635 4.715 3.621
H 1.976 4.925 1.917
H 3.468 2.919 0.594
H 2.673 1.509 -1.496
O 4.099 5.024 2.086
C 2.030 -0.765 1.563
H 5.033 -9.736 -2.316
H 2.223 -8.763 -1.566
H 2.803 -10.440 -1.491
C -4.907 0.441 -2.074
C -1.434 4.321 4.450
C -3.671 1.340 3.133
H 2.637 -9.603 -3.054
F -8.392 -3.003 -4.082
H -1.108 5.336 0.512
C 4.354 -8.988 -1.894
H 0.379 0.870 3.153
O 4.533 -7.785 -2.656
H 0.980 4.162 0.117
H 0.679 2.662 3.398
C -6.743 -1.247 -3.934
O 5.702 3.807 3.542
F 5.766 -5.112 -2.975
H 2.746 4.257 3.555
H -0.965 4.864 5.404
H 3.524 1.995 2.323
C 5.275 4.165 2.315
O -5.383 -1.075 -3.909
C -7.096 -2.675 -4.348
H -2.131 4.992 -1.400
C -2.417 1.665 2.583
C 2.635 0.527 -0.849
H -4.829 1.260 3.407
H 5.876 3.684 1.405
C 0.556 3.080 0.376
H -4.322 -0.345 -1.586
C 2.953 2.811 1.666
*
```

(3)
Below is a structure of composition C26H34ClInO2 in a non-equilibrium geometry, with properties calculated with ωB97M-V with the def2-TZVPD basis set.

Properties
Highest occupied orbital energy ... -7.44 eV
LUMO energy ... -1.3 eV
Gap between HOMO and LUMO ... 6.110 eV
Energy relative to the best compared isomer or geometry (same formula, charge and spin) ... 0.000 eV

The geometry in ORCA input format:
```
! wB97M-V def2-TZVPD RIJCOSX def2/J DEFGRID3
* xyz 0 1
H -2.780 -2.282 -1.282
C 2.765 4.400 0.878
C 0.408 8.118 -1.574
C 2.739 -2.089 -1.420
C 3.826 4.917 -1.237
H 0.786 4.429 -0.046
H 1.070 8.716 -0.927
H 4.262 5.935 -1.396
O 2.377 4.983 -1.375
H -1.774 7.835 -2.768
H -1.625 7.196 1.127
C -2.403 1.055 -1.307
H 4.113 -3.653 -0.912
H -2.975 -1.179 1.153
H 0.252 8.513 -2.586
H -0.070 8.134 1.095
C 1.415 -1.728 -1.808
H 2.357 -5.428 -0.916
C -0.106 -0.984 2.254
H 2.648 3.715 1.736
C 1.825 4.170 -0.305
C 4.126 4.355 0.162
C -2.047 7.633 -1.719
H 2.556 5.433 1.197
C 3.076 -3.410 -1.141
H 1.820 3.111 -0.693
H -2.449 2.046 -1.759
H 1.489 -2.071 1.115
C 0.975 1.048 2.249
C 0.452 -2.757 -1.858
C 0.856 6.675 -1.614
H 1.911 0.343 -2.206
C -1.014 7.924 0.570
Cl 3.936 -0.880 -1.163
C 1.046 -0.330 -2.048
H 4.935 4.929 0.621
H -1.572 8.869 0.539
C -0.170 0.354 2.719
H 0.354 -0.169 -2.896
H 4.152 4.258 -2.061
H 1.283 2.056 2.524
In -0.145 0.779 -0.378
H -2.395 -0.319 -3.085
C 0.764 -4.049 -1.472
H -0.925 0.752 3.393
C -2.450 -0.196 -2.005
C 1.757 0.126 1.475
C 1.086 -1.138 1.501
H 4.450 3.313 0.082
H -2.579 8.528 -1.362
H -0.016 -4.811 -1.443
H -0.798 -1.785 2.500
H -2.714 6.765 -1.649
C -2.642 -1.228 -1.060
H 2.754 0.311 1.078
H 0.970 6.246 -2.622
H -2.773 1.504 0.882
C 2.083 -4.403 -1.174
C -2.578 0.758 0.108
O -0.265 6.085 -0.912
H 1.756 6.681 -0.996
C -0.800 7.451 -0.861
C -2.734 -0.656 0.228
H -0.563 -2.515 -2.175
*
```

(4)
Below is a structure of composition C26H34ClNO7RuSSi2 in a non-equilibrium geometry, with properties calculated with ωB97M-V with the def2-TZVPD basis set.

Properties
Highest occupied orbital energy (alpha / beta) ... -1.38 / -5.71 eV
LUMO energy (alpha / beta) ... 2.3 / 1.6 eV
Gap between HOMO and LUMO (alpha / beta) ... 3.689 / 7.294 eV
Energy relative to the best compared isomer or geometry (same formula, charge and spin) ... 0.281 eV

The geometry in ORCA input format:
```
! wB97M-V def2-TZVPD RIJCOSX def2/J DEFGRID3
* xyz -1 6
H 1.439 0.472 -6.443
C 6.313 3.004 -0.181
H -7.447 -1.811 0.131
H -2.666 -3.062 -1.421
H 7.272 2.899 -0.665
H -0.192 0.327 -4.536
C -6.360 -0.056 -0.124
C 6.312 3.576 1.152
C -2.870 2.150 0.915
H -2.210 1.753 3.564
C -0.051 1.525 3.344
H 4.314 -0.753 -1.520
C 1.297 -0.399 -3.148
C 0.850 0.027 -4.451
C -1.758 1.232 -1.579
C -4.006 -1.561 0.456
H -5.341 -3.285 0.262
C 4.068 2.182 0.087
O 2.325 -3.519 2.959
C 3.443 -0.883 -4.126
H 7.268 3.965 1.532
O 0.213 2.482 4.053
H -1.721 -1.012 3.694
C -5.073 0.515 -0.094
H -2.910 -0.304 2.948
O 0.953 -0.189 -0.139
H -3.403 2.772 0.129
C -1.976 -3.338 -0.617
S 2.519 -0.138 -0.083
C -5.244 -2.148 0.300
H -2.351 -3.483 2.967
H 2.564 1.740 -1.537
Si -2.211 0.494 0.125
H -0.694 1.303 -1.604
C 2.649 -0.769 -2.979
C 4.160 2.462 1.476
C -3.904 -0.212 0.160
H -7.209 0.552 -0.461
H 5.089 2.279 -1.768
H -3.746 -2.424 2.861
H 0.579 -0.652 -2.387
Cl 1.508 -2.864 2.010
C -1.469 1.006 3.698
O 2.198 -2.864 0.713
H -2.107 0.634 -2.421
H -3.743 -3.894 1.868
H -2.001 2.784 1.258
Ru -0.594 -0.606 1.377
O 1.131 -1.421 2.400
Si -2.246 -2.200 0.874
C 3.025 -0.545 -5.369
H -2.136 2.237 -1.719
C 3.253 -1.031 -1.628
H -1.473 0.829 4.753
C 1.777 0.063 -5.488
C -6.410 -1.417 0.066
H 5.163 3.590 2.986
C 5.209 3.240 1.946
N -1.854 -0.260 3.032
H -5.034 1.604 -0.241
H 4.497 -1.053 -4.000
H 1.944 2.049 0.184
H -0.961 -3.219 -0.955
C 5.160 2.499 -0.719
C -3.114 -3.092 2.278
O 0.569 0.984 2.322
C 2.766 1.646 -0.437
H 3.671 -0.529 -6.224
H 3.445 1.993 2.164
H -2.216 -4.431 -0.498
O 0.134 -3.484 1.932
H 3.145 -2.052 -1.214
H -3.524 2.088 1.799
*
```

(5)
Below is a structure of composition C26H34CuN4OP2S in a non-equilibrium geometry, with properties calculated with ωB97M-V with the def2-TZVPD basis set.

Properties
Highest occupied orbital energy ... -3.34 eV
LUMO energy ... 1.1 eV
Gap between HOMO and LUMO ... 4.445 eV

The geometry in ORCA input format:
```
! wB97M-V def2-TZVPD RIJCOSX def2/J DEFGRID3
* xyz -1 1
C 2.015 1.803 0.815
C -2.415 -3.850 -0.738
C -2.213 1.823 1.376
N -0.677 -0.121 -2.978
C -0.720 2.068 1.718
H 3.482 1.009 4.461
C 3.481 0.253 3.707
C 2.653 -1.737 2.590
H -1.205 2.417 3.771
H 0.679 -2.475 -2.947
H -0.811 0.688 3.308
H 1.021 -3.009 3.248
C 4.577 -0.566 1.768
C -1.026 1.218 -4.951
H -1.671 -3.035 -3.360
H -0.084 3.638 0.419
C 5.206 1.656 2.768
H 1.863 -3.516 1.683
H 1.699 -2.748 -1.516
H 2.861 1.223 0.457
O -1.368 -3.935 2.478
H 3.762 -2.384 0.822
P 0.400 0.853 0.808
C 3.734 -1.660 1.682
C 1.621 -2.712 2.411
H -1.274 0.332 -5.524
H -0.022 4.335 -2.846
H 0.480 2.011 3.559
C -3.157 -1.456 -0.577
H 0.267 -3.839 -1.894
H -4.228 -1.669 -0.748
C -0.350 3.513 -3.491
H -3.416 -3.050 -3.066
N -0.033 2.216 -1.552
C -2.224 -2.441 -1.281
C 0.598 -2.769 -1.887
C -0.556 1.743 3.249
H -2.517 -1.557 -3.258
C 4.456 0.412 2.753
N 5.670 2.721 2.805
H 1.926 2.683 0.133
H -3.460 -4.137 -0.892
H 0.551 3.831 1.989
C -0.358 2.269 -2.871
C 2.588 -0.783 3.615
P -0.513 -1.801 -0.811
C -0.706 1.061 -3.598
H -2.455 2.043 0.359
H 1.774 -0.784 4.391
H -2.327 -3.940 0.379
H -3.010 -1.383 0.479
C -0.366 3.522 1.429
C -1.071 2.476 -5.518
H -1.853 -4.626 -1.236
N -1.586 -1.386 2.690
Cu 0.165 -1.466 1.438
H 2.161 2.119 1.864
H -0.664 4.554 -5.345
H -1.410 2.565 -6.522
C -0.122 1.023 -0.921
H -2.892 2.506 2.005
C -0.704 3.596 -4.792
C -2.481 -2.500 -2.825
S -2.100 -2.734 2.958
H 5.379 -0.445 1.029
H -2.995 -0.522 -1.035
H -1.155 4.242 1.732
C -0.431 -0.157 -1.648
H -2.442 0.776 1.480
*
```

(6)
Below is a structure of composition C26H34IrN6O4PS2 in a non-equilibrium geometry, with properties calculated with ωB97M-V with the def2-TZVPD basis set.

Properties
Highest occupied orbital energy (alpha / beta) ... -10.53 / -10.53 eV
LUMO energy (alpha / beta) ... -3.4 / -6.2 eV
Gap between HOMO and LUMO (alpha / beta) ... 7.175 / 4.342 eV
Energy relative to the best compared isomer or geometry (same formula, charge and spin) ... 0.323 eV

The geometry in ORCA input format:
```
! wB97M-V def2-TZVPD RIJCOSX def2/J DEFGRID3
* xyz 1 2
H 3.922 -0.279 -1.156
S -2.830 -0.606 0.131
S 2.063 8.443 0.413
O 3.064 7.408 0.456
H -0.729 -3.574 2.257
C -0.936 -2.837 -2.382
N -1.493 -0.491 2.483
C 0.368 2.239 0.181
C 2.114 -3.623 0.509
H 0.054 -5.038 1.643
H 3.152 -3.734 0.191
H 0.692 -5.802 -0.539
C -1.638 6.540 -1.130
H -1.586 -5.111 2.268
H -3.473 -3.574 -0.422
H -1.035 -0.602 -2.180
H -0.765 -1.145 -3.758
H -3.688 -0.384 3.607
C 2.075 -0.392 1.684
H 2.905 -0.332 3.665
C -2.984 -3.913 0.485
H 5.751 -0.160 0.491
N -0.402 8.511 -0.634
H -3.063 -2.370 -2.223
C -0.469 -1.421 -2.742
C -1.601 3.523 -1.177
H 2.209 -5.486 -1.358
H -2.532 -2.918 -3.814
H -2.270 8.573 -1.496
C 3.713 -0.294 -0.094
H -2.715 -4.079 -2.506
C -1.552 2.148 -1.074
C -1.493 7.920 -1.117
C 4.726 -0.230 0.831
H 1.150 1.705 0.697
C -2.631 -0.509 1.866
C -0.887 -4.499 1.697
C 1.183 -5.132 -1.246
C 1.213 -3.693 -0.726
H 0.604 -1.265 -2.648
C 3.143 -0.325 2.608
H 0.696 -5.242 -2.216
H -2.402 3.969 -1.748
C 0.511 7.672 -0.190
O 1.628 8.861 1.754
C -2.399 -3.063 -2.741
C -1.494 -4.217 0.316
C 4.450 -0.252 2.204
C 2.365 -0.393 0.299
H -1.400 -5.112 -0.307
C 0.383 3.618 0.133
N 0.494 6.361 -0.122
O 1.464 -0.482 -0.658
Ir -0.542 -0.669 -0.300
H -4.660 -0.469 2.171
H -3.477 -4.828 0.818
P -0.479 -2.968 -0.577
N -0.587 1.506 -0.404
H -3.136 -3.157 1.253
H 0.689 -0.382 3.349
C 0.760 -0.443 2.268
H 1.904 -4.435 1.202
N -0.378 -0.524 1.665
H -2.315 1.534 -1.530
C -0.604 5.774 -0.615
N -3.758 -0.469 2.608
H 5.249 -0.204 2.928
H -0.330 -3.550 -2.945
O 2.341 9.550 -0.463
H 1.174 4.170 0.619
H 1.654 -3.047 -1.494
H -2.546 6.099 -1.514
H 2.036 -2.689 1.053
C -0.621 4.288 -0.556
*
```

Number 1: E_tot -598204.1227 eV. Number 2: E_tot -92262.7184 eV. Number 3: E_tot -49298.5872 eV. Number 4: E_tot -85019.3419 eV. Number 5: E_tot -109575.0827 eV. Number 6: E_tot -78436.6806 eV.